(1)
{"formula": "C33H81N7O3", "method": "ωB97M-V/def2-TZVPD", "spin_multiplicity": 1, "smiles": "CCN(CC)CC.CCN(CC)CC.CCN(CC)CC.CCN(CC)CC.CNC(C)=O.CNC(C)=O.CNC(C)=O", "symbols": ["C", "C", "N", "C", "C", "C", "C", "H", "H", "H", "H", "H", "H", "H", "H", "H", "H", "H", "H", "H", "H", "H", "C", "C", "N", "C", "C", "C", "C", "H", "H", "H", "H", "H", "H", "H", "H", "H", "H", "H", "H", "H", "H", "H", "C", "C", "N", "C", "C", "C", "C", "H", "H", "H", "H", "H", "H", "H", "H", "H", "H", "H", "H", "H", "H", "H", "C", "C", "N", "C", "C", "C", "C", "H", "H", "H", "H", "H", "H", "H", "H", "H", "H", "H", "H", "H", "H", "H", "C", "N", "C", "C", "O", "H", "H", "H", "H", "H", "H", "H", "C", "N", "C", "C", "O", "H", "H", "H", "H", "H", "H", "H", "C", "N", "C", "C", "O", "H", "H", "H", "H", "H", "H", "H"], "xyz": [[0.6890, 7.6023, -3.9760], [-0.3591, 6.8561, -3.1523], [0.2798, 6.6800, -1.8399], [0.5217, 8.0283, -1.1622], [-0.7967, 8.7812, -0.8705], [-0.4487, 5.6974, -1.1025], [0.2594, 5.1226, 0.1755], [0.5020, 7.6745, -5.0474], [1.6751, 7.1456, -3.8924], [0.7692, 8.6635, -3.7404], [-1.3472, 7.3131, -3.0998], [-0.4368, 5.8342, -3.5236], [1.1877, 7.8089, -0.3276], [1.2530, 8.5768, -1.7558], [-1.2586, 9.3565, -1.6728], [-1.5632, 8.0696, -0.5635], [-0.6167, 9.4660, -0.0418], [-0.6653, 4.8075, -1.6935], [-1.3487, 6.1603, -0.6977], [1.2421, 4.7517, -0.1158], [-0.3990, 4.4110, 0.6738], [0.5043, 5.9450, 0.8478], [0.1757, 0.3961, 3.3037], [-0.0535, 1.1197, 1.8700], [0.0540, 0.2303, 0.7198], [-1.1720, 0.1618, -0.0588], [-2.4164, 0.0693, 0.6766], [1.3073, 0.3249, -0.0455], [1.5295, -0.9152, -0.8566], [0.2945, 1.2175, 4.0103], [1.1679, -0.0520, 3.3564], [-0.5228, -0.4129, 3.5173], [-0.9474, 1.7396, 1.8005], [0.6459, 1.9552, 1.8392], [-1.2967, 1.0464, -0.6832], [-1.0856, -0.7138, -0.7021], [-3.2665, -0.0077, -0.0012], [-2.2647, -0.7137, 1.4196], [-2.6631, 1.0242, 1.1407], [2.1306, 0.5875, 0.6189], [1.2705, 1.2087, -0.6824], [0.9952, -0.8280, -1.8027], [1.0885, -1.8299, -0.4606], [2.5830, -1.0867, -1.0775], [-5.1349, -2.8114, -0.6097], [-4.6254, -3.8010, -1.5743], [-5.4360, -4.9961, -1.4842], [-6.6084, -4.9528, -2.3414], [-7.4531, -6.2394, -2.3209], [-4.5661, -6.1676, -1.7955], [-3.8876, -6.5293, -0.4134], [-6.0588, -2.3207, -0.9158], [-4.4238, -2.0694, -0.2465], [-5.4134, -3.2357, 0.3548], [-4.7333, -3.3297, -2.5512], [-3.6052, -4.0316, -1.2673], [-7.2298, -4.1230, -2.0046], [-6.3126, -4.8056, -3.3801], [-7.0313, -7.0164, -2.9585], [-7.5494, -6.6394, -1.3116], [-8.4479, -5.9220, -2.6335], [-3.8473, -5.9647, -2.5894], [-5.1704, -7.0290, -2.0800], [-4.5464, -6.8655, 0.3873], [-3.3096, -5.7336, 0.0565], [-3.1424, -7.3117, -0.5571], [4.8689, 0.8619, 2.7643], [5.7220, 0.3025, 3.9406], [6.8972, 1.1223, 4.1901], [6.6265, 2.5214, 4.5320], [7.8533, 3.3707, 4.2135], [8.0242, 0.4258, 4.8720], [7.7723, -0.0584, 6.3513], [5.3977, 1.3149, 1.9257], [4.1064, 1.5247, 3.1734], [4.4319, 0.0010, 2.2583], [5.1712, 0.0606, 4.8495], [5.9860, -0.7425, 3.7783], [6.3295, 2.5910, 5.5785], [5.8625, 3.0961, 4.0085], [8.5525, 3.1258, 5.0131], [7.5225, 4.4016, 4.3403], [8.2269, 3.3434, 3.1899], [8.2187, -0.4522, 4.2559], [8.9973, 0.9152, 4.8308], [8.7751, -0.3709, 6.6426], [7.4695, 0.7536, 7.0124], [7.0678, -0.8829, 6.4615], [3.2252, -4.5821, -0.0958], [1.7828, -4.6820, -0.3122], [1.1377, -4.9873, -1.4331], [1.9314, -5.0842, -2.7217], [-0.0823, -5.2133, -1.4211], [3.4005, -3.5986, -0.5318], [3.7843, -5.3572, -0.6200], [3.4861, -4.5672, 0.9624], [1.1492, -4.7224, 0.4733], [2.7030, -4.3457, -2.9397], [1.1940, -5.1028, -3.5242], [2.6222, -5.9273, -2.7293], [-3.1211, 0.8995, -3.6480], [-4.0856, 1.6295, -4.4898], [-5.3213, 1.2690, -4.7562], [-6.0924, 2.1525, -5.8405], [-5.8699, 0.2577, -4.2599], [-2.3629, 1.4893, -3.1329], [-2.6482, 0.1489, -4.2814], [-3.6355, 0.3234, -2.8789], [-3.9142, 2.6237, -4.4422], [-5.8750, 3.2196, -5.7952], [-7.1815, 2.1885, -5.8178], [-5.8610, 1.6726, -6.7914], [-1.6757, -3.3080, 1.3255], [-0.3772, -2.6261, 1.6418], [0.6491, -3.2081, 2.2583], [1.7550, -2.3607, 2.7163], [0.7315, -4.4175, 2.2559], [-2.4414, -2.9926, 2.0342], [-1.4811, -4.3803, 1.3451], [-1.9218, -2.9232, 0.3357], [-0.2344, -1.6460, 1.4439], [1.6514, -1.9322, 3.7132], [1.7970, -1.5170, 2.0274], [2.6384, -2.9967, 2.6600]], "atomic_forces_ev_per_a": [[-0.35, 0.73, -1.29], [2.09, -0.25, 0.19], [0.52, 1.09, -0.26], [-0.28, -1.68, -0.75], [0.64, -0.11, 0.65], [0.27, -0.35, 2.55], [0.36, 1.38, -1.07], [-0.45, -0.48, -0.17], [-0.14, -0.06, 0.32], [0.03, -0.06, 0.47], [-0.14, 0.22, -0.15], [-0.34, 0.11, -0.35], [-0.80, -0.01, 0.75], [-0.56, 0.14, -0.46], [0.51, -0.07, -0.31], [0.05, 0.06, 0.23], [-0.20, 0.08, 0.04], [-0.24, 0.40, -0.45], [-0.83, -0.42, -0.24], [-0.14, -0.64, 0.06], [0.30, -0.12, -0.05], [-0.31, 0.00, 0.29], [0.49, 1.34, -1.85], [0.74, -0.17, 1.31], [-0.06, 0.05, 1.24], [1.69, 0.32, -1.97], [-1.27, 0.44, 1.39], [-0.86, 0.58, 0.58], [-0.06, -0.53, -1.04], [-0.87, -0.21, 0.49], [-0.07, 0.13, -0.52], [-0.31, 0.50, 0.25], [-0.52, -0.64, 0.47], [0.84, -0.24, -0.22], [0.45, 0.33, -0.71], [0.06, 0.02, -0.31], [0.08, -0.93, 0.00], [-1.03, -0.03, 0.14], [0.19, -0.14, 0.58], [-0.05, -0.54, 0.42], [-0.11, 0.22, -0.51], [0.22, 0.14, -0.28], [0.27, 0.05, 0.62], [-0.01, 0.00, -0.02], [-0.96, 1.47, 2.19], [-0.41, 0.11, 0.45], [0.52, -1.69, -0.95], [-0.01, -0.53, 0.26], [0.06, 0.72, 0.41], [-0.43, 0.10, 2.74], [0.78, -0.34, -0.87], [0.14, 0.26, -0.30], [0.23, 0.40, -0.75], [-0.02, -0.74, -0.03], [0.73, -0.23, -0.55], [0.11, -0.12, -0.63], [0.01, 0.12, -0.18], [-0.01, 0.45, -0.42], [-0.31, 0.09, -0.10], [0.07, 0.03, 0.09], [-0.07, -0.48, -0.30], [0.21, 0.06, -0.01], [0.05, 0.15, -0.06], [-0.56, -0.02, -0.50], [-0.09, 0.44, -0.42], [0.02, -0.23, -0.09], [-0.12, -1.06, 0.69], [0.63, -0.05, -0.37], [0.35, -0.07, -0.62], [0.91, -0.19, -0.41], [-0.49, 0.54, 1.40], [-1.58, -0.46, 0.33], [0.75, 0.61, -1.03], [0.55, 0.40, 0.60], [-0.11, 0.03, -0.44], [-0.67, -0.05, 0.27], [-0.97, 0.98, 0.41], [0.85, 0.04, -0.91], [0.20, 0.34, 0.46], [-0.73, -1.31, -0.56], [0.78, 0.39, -0.59], [0.29, 0.25, 0.30], [0.06, -0.71, 0.20], [-0.21, -0.27, 0.02], [-0.42, 0.79, -0.01], [-0.16, -0.32, 0.52], [-0.01, 0.07, -0.06], [0.05, 0.03, -0.21], [-0.97, 0.94, -0.83], [0.00, -0.67, 1.00], [-0.67, -0.39, -0.87], [0.29, 0.02, -0.29], [0.97, 0.39, -0.23], [1.22, 0.02, 0.12], [-0.01, 0.02, 0.07], [-0.30, -0.13, -0.13], [0.25, -0.10, 0.55], [-0.48, 0.92, 0.37], [0.36, -0.29, -0.07], [-0.65, -0.79, 0.04], [-0.91, -1.39, -0.15], [2.93, 1.86, 1.21], [-4.56, -1.91, 0.13], [0.39, -0.46, 0.87], [1.31, 1.74, -1.24], [-0.26, 0.49, -0.52], [0.31, 0.08, 0.08], [-0.23, 0.08, 0.05], [-0.12, -0.02, -0.72], [0.84, -0.10, -0.29], [0.00, -0.85, 0.76], [0.32, 0.46, -0.15], [1.74, 1.02, -0.13], [-1.30, 0.47, 0.31], [-0.84, -0.60, -0.90], [0.89, 0.61, -0.06], [0.32, -1.92, 1.10], [0.00, -0.21, 0.06], [-0.26, 0.17, -0.17], [-0.37, -0.54, -0.08], [-0.47, 0.44, -0.09], [-0.13, -0.40, 0.02], [0.49, 0.04, 0.00], [0.14, 0.36, 0.10]]}



(2)
{"formula": "C33H81NO16S7", "method": "ωB97M-V/def2-TZVPD", "spin_multiplicity": 1, "symbols": ["C", "S", "O", "C", "H", "H", "H", "H", "H", "H", "C", "S", "O", "C", "H", "H", "H", "H", "H", "H", "C", "S", "O", "C", "H", "H", "H", "H", "H", "H", "C", "S", "O", "C", "H", "H", "H", "H", "H", "H", "C", "S", "O", "C", "H", "H", "H", "H", "H", "H", "C", "S", "O", "C", "H", "H", "H", "H", "H", "H", "C", "S", "O", "C", "H", "H", "H", "H", "H", "H", "C", "O", "N", "C", "C", "H", "H", "H", "H", "H", "H", "H", "O", "C", "O", "C", "C", "C", "H", "H", "H", "H", "H", "H", "H", "H", "O", "C", "O", "C", "C", "C", "H", "H", "H", "H", "H", "H", "H", "H", "O", "C", "O", "C", "C", "C", "H", "H", "H", "H", "H", "H", "H", "H", "O", "C", "O", "C", "C", "C", "H", "H", "H", "H", "H", "H", "H", "H"], "xyz": [[-17.1973, 6.7069, 24.2063], [-18.9851, 6.4974, 23.7566], [-19.7863, 5.6118, 24.7479], [-19.5184, 8.2444, 24.0415], [-16.7428, 7.5737, 23.7266], [-16.5874, 5.8062, 24.1361], [-17.2934, 7.0241, 25.2446], [-18.9083, 9.0062, 23.5562], [-19.4062, 8.5360, 25.0858], [-20.5469, 8.5105, 23.7976], [-13.7829, 9.1104, 25.9241], [-14.8618, 7.7280, 25.3629], [-16.0353, 8.3696, 24.5971], [-13.8729, 6.8459, 24.2091], [-13.8701, 9.8393, 25.1184], [-12.7346, 8.8187, 25.9880], [-14.1402, 9.3690, 26.9209], [-13.9645, 7.2510, 23.2013], [-14.0976, 5.7793, 24.2152], [-12.8137, 6.8578, 24.4663], [-14.2145, 10.3835, 21.0329], [-15.9880, 9.9060, 21.1822], [-16.3901, 9.1322, 19.9525], [-15.8173, 8.6332, 22.4482], [-13.4447, 9.6128, 21.0709], [-14.1443, 11.2438, 21.6986], [-14.0859, 10.7129, 20.0019], [-15.1195, 7.9083, 22.0291], [-16.7536, 8.0879, 22.5669], [-15.7043, 9.0287, 23.4576], [-19.2791, 9.9629, 22.3725], [-19.9034, 8.4895, 21.4373], [-21.2191, 8.8241, 20.7120], [-18.4737, 8.5229, 20.1804], [-19.1211, 10.8674, 21.7850], [-18.4359, 9.6928, 23.0083], [-20.0463, 10.3159, 23.0616], [-18.6008, 9.3890, 19.5310], [-18.5042, 7.6651, 19.5087], [-17.5449, 8.6315, 20.7404], [-21.6149, 7.2609, 22.8325], [-22.9301, 6.8444, 21.5881], [-23.8325, 5.8102, 22.1877], [-23.7563, 8.4704, 21.6048], [-21.9822, 7.6326, 23.7891], [-20.9962, 8.1468, 22.6890], [-20.8744, 6.4705, 22.9552], [-23.0197, 9.1239, 21.1374], [-24.0307, 8.8850, 22.5748], [-24.6714, 8.3836, 21.0188], [-18.0987, 4.6690, 27.1437], [-17.1768, 3.1718, 26.5608], [-18.1628, 2.0920, 26.0328], [-16.1462, 3.7438, 25.1821], [-17.5457, 5.2160, 27.9074], [-18.9805, 4.3653, 27.7079], [-18.3443, 5.3220, 26.3062], [-15.2899, 4.3006, 25.5627], [-16.8025, 4.2778, 24.4950], [-15.6317, 2.8867, 24.7477], [-18.3974, 11.7042, 26.6140], [-17.8821, 10.7886, 25.0634], [-18.9501, 9.7277, 24.8124], [-18.4177, 12.2364, 23.9898], [-18.4703, 10.9962, 27.4395], [-19.4038, 12.1205, 26.5698], [-17.6754, 12.4262, 26.9953], [-19.4990, 12.3597, 24.0509], [-18.1952, 12.1375, 22.9273], [-17.8555, 13.0568, 24.4359], [-20.5023, 4.7269, 22.1558], [-20.8156, 5.0341, 20.9778], [-20.1755, 3.5318, 22.6297], [-20.1139, 2.3226, 21.7891], [-19.7257, 3.3272, 23.9819], [-20.4974, 5.5018, 22.9379], [-20.6787, 1.4710, 22.1683], [-19.0801, 1.9796, 21.7468], [-20.4244, 2.4948, 20.7586], [-20.3702, 3.9482, 24.6041], [-19.5173, 2.2866, 24.2302], [-18.7788, 3.8422, 24.1440], [-22.9451, 5.8479, 26.4838], [-22.8038, 5.9367, 27.7077], [-21.6350, 5.7607, 28.2931], [-20.5487, 5.2750, 27.5703], [-19.6470, 6.4000, 27.0872], [-24.0658, 6.1028, 28.5644], [-20.7053, 4.7084, 26.6524], [-20.0679, 4.5207, 28.1932], [-18.5713, 6.2278, 27.0538], [-19.7534, 7.2662, 27.7403], [-19.9763, 6.6243, 26.0727], [-24.8511, 6.5246, 27.9372], [-23.9184, 6.7868, 29.4002], [-24.5314, 5.2042, 28.9691], [-15.7508, 4.2139, 23.4453], [-15.9845, 3.8927, 22.2592], [-16.9396, 4.1977, 21.3765], [-17.8155, 5.3105, 21.6451], [-17.1859, 6.6589, 21.4616], [-15.2052, 2.6711, 21.6039], [-18.2393, 5.1203, 22.6312], [-18.6086, 5.3766, 20.9003], [-17.9091, 7.4204, 21.7534], [-16.9227, 6.8009, 20.4134], [-16.3316, 6.7110, 22.1366], [-15.9466, 1.9326, 21.2986], [-14.5044, 2.1884, 22.2850], [-14.7555, 2.9817, 20.6608], [-18.1220, 8.6369, 28.6300], [-17.2965, 8.5889, 27.7050], [-16.0233, 8.2684, 27.8863], [-15.6181, 7.4097, 29.0194], [-14.2198, 6.9009, 28.5592], [-17.5925, 9.1126, 26.2724], [-16.2301, 6.5119, 29.1067], [-15.4895, 7.9857, 29.9358], [-13.6400, 7.7775, 28.2699], [-14.2496, 6.1660, 27.7547], [-13.6483, 6.5332, 29.4114], [-17.2236, 8.3200, 25.6214], [-17.2092, 10.0957, 25.9990], [-18.6636, 9.3135, 26.2969], [-21.1358, 11.9633, 24.4347], [-21.6556, 10.9817, 23.8952], [-21.8962, 9.7900, 24.5880], [-21.2646, 9.5760, 25.8042], [-21.7760, 8.2541, 26.4606], [-22.4129, 11.0573, 22.5670], [-21.5509, 10.4695, 26.3590], [-20.1801, 9.6320, 25.7100], [-22.6251, 8.2024, 27.1421], [-21.0377, 7.8166, 27.1326], [-21.8898, 7.4037, 25.7884], [-21.9301, 11.8138, 21.9484], [-23.4747, 11.2308, 22.7425], [-22.2948, 10.0603, 22.1427]], "atomic_forces_ev_per_a": [[-4.01, -2.60, 0.81], [-1.16, 1.87, 2.07], [1.86, 2.32, -1.62], [-0.71, -7.04, 0.33], [-2.30, -2.69, -0.31], [-0.49, 0.47, -0.30], [-0.15, -1.34, -0.24], [-1.00, -5.72, 0.61], [-1.06, -5.17, -0.36], [1.34, -0.63, 1.13], [-0.01, -0.67, -0.87], [-0.17, 0.42, 1.32], [7.01, 2.96, 6.06], [1.28, -0.41, -1.12], [-0.12, 0.42, 0.46], [-0.09, -0.32, 0.00], [-0.19, 0.39, -0.46], [0.10, -0.20, 0.26], [-0.65, 0.16, -0.03], [0.01, 0.45, 0.31], [-0.71, 0.24, -0.73], [1.37, -0.53, -0.39], [4.59, 1.87, -1.05], [0.46, 2.95, -3.30], [-0.32, -0.27, 0.90], [0.63, -0.22, 0.11], [-0.46, 0.46, -0.03], [0.23, 0.48, 0.27], [0.52, 2.00, -0.85], [1.44, 1.25, -1.87], [-1.02, 2.25, -2.97], [1.95, 1.66, -5.43], [2.79, 0.20, 0.39], [-4.08, 1.28, 0.38], [0.28, -0.38, -0.84], [1.24, 2.27, -2.88], [0.40, -0.55, -0.40], [-0.22, 0.19, 0.27], [-0.09, -0.23, 0.48], [-2.76, -0.63, -0.59], [-2.50, 0.62, 0.70], [0.00, 0.06, 0.30], [0.37, 0.60, 0.13], [-0.31, -0.14, 0.09], [-1.14, -1.28, 0.12], [-2.53, -1.20, -0.85], [-2.15, 2.41, -0.18], [-0.91, -0.45, -0.35], [0.06, -0.45, 0.26], [0.12, -0.17, -0.14], [2.92, -3.16, -1.78], [-0.14, -2.41, 1.94], [1.21, 1.91, 0.41], [-2.18, -1.45, 4.72], [0.82, -0.17, -0.21], [1.82, -0.86, -1.20], [1.03, -2.59, -0.71], [-0.44, 0.61, 0.33], [-0.88, -0.79, 2.48], [-0.94, -0.61, 0.76], [0.13, -0.26, 0.86], [-3.76, 10.53, -5.77], [4.71, 13.10, 0.39], [0.23, -0.29, 0.20], [0.09, -0.35, -0.17], [0.18, 0.19, -0.78], [0.10, 0.29, -0.63], [0.58, 0.32, 0.32], [0.61, -0.17, 0.29], [-0.11, 0.22, -0.20], [-1.20, -0.32, -1.96], [0.77, -0.74, 1.88], [-0.19, -2.03, -1.44], [0.41, 0.31, -0.49], [0.28, 0.20, 0.31], [0.20, -3.40, -0.85], [-0.29, 0.36, 0.39], [0.23, 0.02, 0.01], [-0.13, 0.40, 0.21], [-0.17, -1.63, 0.35], [-0.72, 0.14, -0.12], [0.35, -0.46, -0.19], [0.29, -0.31, 2.19], [-2.19, -1.56, -3.04], [-1.06, 0.20, 1.38], [1.13, -0.25, -0.95], [-0.69, 3.18, 2.03], [0.25, 0.90, 0.23], [-1.29, -0.12, 0.08], [-1.40, 0.70, 1.11], [-2.09, 2.36, 1.01], [0.03, -0.27, 0.26], [0.27, 0.35, 1.10], [0.32, 0.11, -0.20], [0.17, -0.04, 0.09], [0.72, -0.40, -0.10], [2.21, 2.75, -10.87], [1.76, -3.10, -0.33], [0.70, 0.79, 0.60], [-0.24, -0.17, -0.79], [0.99, -2.96, 0.76], [-0.98, 0.91, 0.49], [0.60, -0.40, -1.05], [-0.16, -1.30, 0.12], [0.33, -1.21, 0.02], [0.31, -0.06, 0.39], [-0.31, -1.03, -1.19], [-0.14, -0.01, 0.17], [0.06, 0.36, -0.06], [0.28, 0.15, 0.22], [1.84, -0.58, -1.91], [-1.91, 2.71, 1.65], [0.58, -1.35, 0.79], [1.70, -0.42, -1.41], [-0.14, 0.88, 0.87], [-0.98, -5.62, 7.68], [-0.61, 0.62, 0.23], [-0.56, -0.03, -0.11], [0.04, -0.05, -0.34], [-0.11, 0.07, 0.16], [-0.25, -0.46, 0.03], [-1.50, 1.65, 0.83], [4.06, -3.38, 4.04], [1.35, -1.70, 2.15], [-0.98, -2.05, -0.59], [-2.14, 1.30, 2.31], [-0.05, 1.43, -3.61], [-1.41, -0.01, 3.45], [0.74, 0.36, 0.16], [1.44, -0.92, 0.99], [0.07, -0.10, 0.88], [-2.14, 0.09, 0.73], [-0.67, 1.21, -0.67], [-0.21, 1.27, -0.43], [-0.18, 0.68, -0.48], [-0.30, -0.01, 0.03], [0.15, 0.19, 0.09], [0.04, 0.80, -0.14]]}



| no. | HOMO-LUMO gap (eV) |
| --- | --- |
| 1 | 8.20 |
| 2 | 6.52 |